{"formula": "C50H86BFN15O9P", "method": "ωB97M-V/def2-TZVPD", "lumo_ev": 0.06, "total_charge": 0, "total_energy_ha": -3921.1554, "homo_lumo_gap_ev": 7.42, "elements": ["C", "C", "C", "C", "C", "C", "C", "C", "C", "C", "N", "C", "C", "C", "F", "C", "B", "O", "O", "C", "N", "C", "C", "C", "C", "O", "C", "C", "O", "C", "P", "O", "O", "O", "C", "C", "O", "O", "H", "H", "H", "H", "H", "H", "H", "H", "H", "H", "H", "H", "H", "H", "H", "H", "H", "H", "H", "H", "H", "H", "H", "H", "H", "H", "H", "H", "H", "H", "H", "H", "H", "H", "H", "H", "H", "H", "H", "H", "H", "H", "H", "H", "H", "H", "H", "C", "C", "N", "H", "H", "H", "C", "C", "N", "H", "H", "H", "C", "C", "N", "H", "H", "H", "C", "C", "N", "H", "H", "H", "C", "C", "N", "H", "H", "H", "C", "C", "N", "H", "H", "H", "C", "C", "N", "H", "H", "H", "C", "C", "N", "H", "H", "H", "C", "C", "N", "H", "H", "H", "C", "C", "N", "H", "H", "H", "C", "C", "N", "H", "H", "H", "C", "C", "N", "H", "H", "H", "C", "C", "N", "H", "H", "H"], "positions_angstrom": [[5.524, -1.249, 4.437], [5.784, -0.722, 2.933], [6.381, 0.745, 3.050], [6.454, 1.537, 1.672], [6.853, 0.632, 0.420], [5.562, 0.062, -0.317], [5.220, 0.864, -1.655], [4.278, 2.141, -1.397], [2.785, 1.533, -1.241], [1.853, 2.527, -0.406], [2.240, 2.575, 1.009], [1.635, 3.784, 1.593], [1.664, 3.652, 3.187], [2.257, 2.260, 3.713], [2.460, 2.472, 5.136], [2.315, 5.171, 1.212], [3.898, 5.278, 1.429], [4.531, 6.520, 1.026], [4.745, 4.302, 2.010], [0.092, 3.954, 1.124], [-0.542, 2.700, 0.607], [-0.705, 1.750, 1.765], [-1.999, 0.836, 1.749], [-1.599, -0.552, 2.478], [-2.630, -0.992, 3.613], [-2.040, -0.964, 4.944], [-1.138, -2.017, 5.131], [0.375, -1.613, 5.407], [-1.421, -3.196, 5.118], [-1.830, 3.125, -0.044], [-3.059, 4.000, 1.042], [-2.868, 3.888, 2.525], [-3.095, 5.618, 0.572], [-4.601, 3.409, 0.715], [0.291, 2.134, -0.534], [0.133, 0.562, -0.726], [-0.648, 0.169, -1.663], [0.709, -0.367, 0.009], [6.146, -0.581, 5.109], [5.927, -2.298, 4.559], [4.429, -1.192, 4.669], [6.547, -1.388, 2.442], [4.779, -0.761, 2.421], [5.662, 1.333, 3.714], [7.370, 0.755, 3.603], [5.410, 1.933, 1.469], [7.221, 2.369, 1.727], [7.362, 1.328, -0.325], [7.573, -0.180, 0.720], [4.658, -0.037, 0.366], [5.804, -1.005, -0.631], [4.577, 0.153, -2.271], [6.134, 1.107, -2.264], [4.607, 2.681, -0.449], [4.369, 2.821, -2.296], [2.385, 1.469, -2.298], [2.919, 0.538, -0.740], [1.954, 3.527, -0.956], [3.240, 2.472, 1.178], [0.641, 3.730, 3.674], [2.294, 4.442, 3.705], [1.530, 1.409, 3.637], [3.281, 2.037, 3.301], [1.838, 6.002, 1.834], [2.101, 5.429, 0.126], [4.304, 7.128, 1.765], [5.056, 4.553, 2.898], [-0.433, 4.442, 1.986], [0.104, 4.689, 0.253], [-0.786, 2.398, 2.697], [0.247, 1.155, 1.933], [-2.776, 1.302, 2.404], [-2.362, 0.540, 0.729], [-0.574, -0.522, 2.944], [-1.587, -1.374, 1.700], [-2.893, -2.083, 3.415], [-3.566, -0.361, 3.595], [0.811, -2.137, 6.301], [0.999, -1.819, 4.487], [0.424, -0.493, 5.608], [-1.608, 3.856, -0.891], [-2.365, 2.262, -0.558], [-3.479, 6.116, 1.323], [-5.028, 3.262, 1.594], [0.000, 2.592, -1.548], [4.508, -1.242, -5.148], [5.760, -1.630, -4.446], [6.731, -1.924, -3.898], [4.313, -0.179, -5.001], [4.606, -1.442, -6.215], [3.669, -1.817, -4.753], [-7.973, 5.596, 1.942], [-7.101, 4.813, 2.857], [-6.425, 4.199, 3.582], [-7.723, 5.366, 0.906], [-9.018, 5.345, 2.121], [-7.828, 6.663, 2.115], [2.047, 0.559, 8.976], [2.694, 0.141, 7.705], [3.195, -0.182, 6.719], [1.604, 1.548, 8.859], [1.266, -0.152, 9.245], [2.788, 0.593, 9.775], [-5.569, -1.791, 0.464], [-5.012, -0.570, 1.108], [-4.581, 0.378, 1.607], [-6.115, -1.519, -0.433], [-4.757, -2.469, 0.196], [-6.241, -2.296, 1.151], [-3.355, -3.148, -3.266], [-2.577, -2.002, -2.711], [-1.963, -1.112, -2.277], [-4.290, -3.262, -2.718], [-3.581, -2.969, -4.316], [-2.777, -4.068, -3.179], [1.155, -3.460, -1.453], [1.752, -3.673, -2.799], [2.211, -3.839, -3.846], [1.629, -4.123, -0.728], [1.300, -2.423, -1.138], [0.086, -3.674, -1.485], [-3.038, -5.827, -6.545], [-4.096, -5.479, -5.558], [-4.916, -5.210, -4.792], [-2.223, -6.344, -6.047], [-3.451, -6.473, -7.318], [-2.652, -4.918, -7.009], [5.052, -5.718, 5.552], [4.568, -4.817, 4.474], [4.192, -4.117, 3.639], [5.322, -6.687, 5.132], [5.928, -5.282, 6.034], [4.269, -5.859, 6.297], [-1.185, 2.333, -4.823], [-0.386, 3.456, -4.276], [0.240, 4.343, -3.847], [-2.113, 2.234, -4.259], [-1.421, 2.519, -5.871], [-0.620, 1.403, -4.744], [1.308, 6.989, -5.375], [0.826, 7.867, -6.475], [0.453, 8.548, -7.328], [1.575, 6.010, -5.771], [2.185, 7.434, -4.903], [0.525, 6.867, -4.627], [-2.642, -10.056, -7.810], [-1.870, -8.912, -7.257], [-1.271, -8.025, -6.829], [-3.577, -10.173, -7.260], [-2.868, -9.878, -8.861], [-2.060, -10.973, -7.721], [-9.530, -4.525, 0.965], [-8.601, -3.573, 0.302], [-7.879, -2.834, -0.212], [-10.480, -4.031, 1.174], [-9.709, -5.381, 0.314], [-9.097, -4.874, 1.902], [-8.176, -4.925, -6.246], [-8.788, -5.347, -7.534], [-9.263, -5.675, -8.533], [-7.335, -5.574, -6.004], [-7.821, -3.897, -6.324], [-8.914, -4.986, -5.447]], "forces_ev_per_a": [[0.932, 0.231, -0.787], [0.307, 0.058, 1.501], [-0.990, 0.520, -0.306], [0.281, -0.852, -0.115], [-0.740, 1.011, -0.022], [0.858, -0.753, -0.730], [-1.173, -0.324, 0.481], [0.080, -1.080, -0.024], [0.847, 1.498, 0.104], [0.050, -0.768, -1.082], [-1.232, 0.944, -0.948], [-0.439, 0.706, 1.502], [0.330, -1.023, 0.932], [0.011, 1.112, 0.712], [-0.251, -0.213, -1.339], [-0.286, -0.402, -0.333], [1.357, 0.811, 0.048], [-1.145, -1.054, 1.673], [-1.612, 0.742, -0.012], [2.199, 1.528, -0.555], [-0.458, 0.951, -0.239], [-0.360, -0.933, 2.223], [1.764, -1.003, 1.017], [-0.702, -0.137, -0.064], [-0.210, -0.988, -1.022], [1.026, -0.738, -0.556], [1.520, -0.766, 0.639], [-0.768, 1.439, 0.040], [-0.445, 1.621, -0.321], [-1.631, 0.432, -1.762], [-2.753, 0.687, 2.479], [0.544, 0.227, -1.708], [0.194, -2.223, 0.306], [2.228, 0.959, 0.088], [2.414, -0.797, -1.543], [-0.847, -4.420, 0.020], [4.890, 5.449, 2.468], [-0.549, 3.788, -0.755], [-1.006, -0.778, -0.418], [-0.720, 1.127, -0.113], [1.269, -0.102, 0.083], [-1.027, 0.611, 0.200], [1.342, 0.153, 0.157], [0.910, -0.674, -0.619], [-0.988, -0.283, -0.768], [1.434, -0.120, 0.216], [-1.170, -0.663, 0.163], [-0.379, -1.043, 0.885], [-0.733, 0.813, -0.353], [1.110, 0.397, -0.808], [-0.373, 1.235, 0.310], [0.888, 0.862, 0.460], [-0.781, -0.237, 0.809], [-0.330, -0.495, -1.261], [-0.291, -0.495, 1.156], [0.215, -0.353, 1.278], [-0.777, 0.956, -0.565], [-0.007, -0.934, 0.855], [-0.312, 0.353, -0.149], [1.101, 0.060, -0.766], [-0.614, -0.807, -0.856], [0.926, 0.769, -0.119], [-1.238, 0.048, 0.345], [0.511, -0.913, -0.777], [0.257, -0.165, 1.184], [0.300, -0.013, -0.966], [0.228, -0.119, -0.684], [-0.041, -0.907, -1.001], [-0.142, -0.991, 1.009], [-0.110, -0.647, -1.319], [-1.157, 0.744, -1.128], [0.786, -0.158, -1.160], [0.406, 0.715, 1.015], [-0.970, 0.098, -0.574], [0.207, 1.020, 0.838], [-0.032, 1.403, 0.253], [1.240, -0.721, 0.374], [-0.609, 0.262, -1.073], [-0.758, 0.035, 1.012], [0.026, -1.385, -0.288], [0.060, -0.908, 1.158], [0.871, 0.798, 0.909], [0.258, -0.401, -0.398], [0.504, -0.048, -0.555], [-0.098, -0.585, 1.820], [0.508, -0.202, 0.344], [-0.192, 0.087, -0.064], [-0.556, 0.186, -0.327], [0.088, -0.059, 0.031], [0.030, -0.014, 0.085], [0.094, -0.041, -0.004], [0.398, -0.347, 0.399], [0.675, -0.648, 0.776], [-1.183, 1.092, -1.428], [0.025, -0.022, 0.090], [0.093, -0.014, 0.024], [0.015, -0.086, 0.023], [0.292, -0.173, -0.599], [-0.079, 0.080, 0.207], [-0.334, 0.146, 0.629], [0.045, -0.072, -0.046], [0.060, 0.030, -0.056], [-0.024, -0.016, -0.084], [0.976, 0.920, 0.459], [0.034, -0.162, -0.103], [-1.393, -0.820, -0.471], [0.124, 0.070, 0.172], [0.032, 0.096, 0.043], [0.162, 0.189, 0.009], [0.605, 0.675, 0.372], [0.206, -0.023, 0.071], [-4.859, -4.007, -2.104], [0.048, -0.018, -0.089], [0.001, 0.010, 0.117], [-0.064, 0.051, -0.017], [0.389, -0.045, -0.607], [-0.102, 0.004, 0.155], [-0.288, 0.184, 0.670], [0.024, 0.016, -0.105], [-0.157, 0.018, -0.014], [0.065, 0.093, -0.053], [-0.695, 0.538, 0.641], [0.035, -0.046, -0.229], [0.417, -0.286, -0.557], [-0.136, 0.137, -0.008], [0.001, 0.050, 0.103], [-0.071, -0.019, 0.057], [-0.215, 0.429, -0.496], [0.034, -0.181, 0.156], [0.158, -0.466, 0.426], [-0.030, 0.086, -0.008], [-0.067, 0.010, -0.059], [0.029, 0.040, -0.077], [0.325, 0.385, 0.160], [0.742, 1.042, 0.506], [-1.216, -1.738, -0.690], [0.117, -0.035, 0.030], [0.054, 0.090, 0.077], [-0.045, 0.066, 0.148], [-0.223, 0.499, -0.540], [0.105, -0.100, 0.148], [0.203, -0.403, 0.498], [-0.066, 0.073, 0.041], [-0.060, 0.007, -0.071], [0.061, -0.039, -0.092], [0.343, 0.525, 0.249], [0.001, -0.245, -0.082], [-0.130, -0.988, -0.390], [0.079, 0.040, -0.012], [0.043, 0.025, 0.078], [-0.005, 0.096, 0.015], [0.435, 0.428, -0.275], [-0.162, -0.136, 0.048], [-1.420, -0.970, -0.013], [0.091, 0.010, -0.037], [0.049, 0.086, 0.012], [0.002, 0.048, -0.073], [-0.281, -0.239, -0.617], [0.060, 0.079, 0.186], [0.290, 0.179, 0.580], [-0.044, 0.083, -0.009], [-0.015, -0.086, -0.020], [0.024, -0.007, -0.087]]}

{"formula": "C8H8HfNO6", "method": "ωB97M-V/def2-TZVPD", "e_above_lowest_kj_mol": 0.00, "lumo_ev": -15.51, "total_charge": 3, "total_energy_ha": -862.5489, "homo_lumo_gap_ev": 5.46, "elements": ["O", "C", "Hf", "C", "O", "C", "O", "C", "O", "C", "O", "H", "C", "N", "C", "C", "O", "H", "H", "H", "H", "H", "H", "H"], "positions_angstrom": [[-1.132, 3.326, -6.674], [-1.142, 3.214, -5.535], [-0.990, 1.126, -1.436], [-1.341, 1.745, 0.701], [-1.288, 1.781, 1.859], [-1.211, -0.950, -1.525], [-1.141, -2.108, -1.398], [1.201, 1.229, -1.910], [2.339, 1.005, -1.907], [-3.346, 1.053, -1.800], [-4.488, 0.862, -1.947], [-1.087, 0.792, -3.159], [2.364, -0.533, 1.754], [1.036, -1.098, 1.936], [0.747, -1.901, 3.116], [0.064, -0.802, 1.099], [0.290, -0.018, 0.117], [2.952, -0.882, 2.598], [2.307, 0.564, 1.747], [2.796, -0.886, 0.803], [0.920, -1.340, 4.029], [-0.282, -2.227, 3.092], [1.389, -2.778, 3.169], [-0.958, -1.173, 1.271]], "forces_ev_per_a": [[-0.038, -0.259, 3.192], [0.048, 0.195, -3.038], [1.833, 1.794, 1.202], [-0.843, 1.320, 8.141], [-0.333, -0.009, -5.573], [-0.076, -9.805, 0.154], [-0.609, 6.076, -0.956], [7.990, -1.105, -0.662], [-5.886, 1.366, -0.274], [-7.211, -1.150, -1.064], [6.587, 1.188, 0.780], [-0.429, -0.474, -0.823], [0.555, 0.079, -0.240], [-2.194, 0.492, -1.239], [0.020, -0.639, 0.495], [1.063, -1.368, 2.656], [-1.162, 2.282, -3.077], [0.249, 0.155, -0.150], [0.069, -0.286, 0.103], [-0.082, 0.069, 0.439], [0.056, 0.378, 0.001], [-0.279, -0.098, 0.009], [0.124, -0.003, -0.291], [0.550, -0.197, 0.216]]}